C55H102BF2NO35S5 | wB97M-V/def2-TZVPD

XYZ file:
```
201
C55H102BF2NO35S5 | the OMol25 dataset | wB97M-V/def2-TZVPD
C 1.6078 -2.3162 1.8700
C 0.4559 -1.3092 1.8357
N 0.7901 0.1835 1.4784
C 1.7589 0.7152 2.5783
C 1.5112 0.3280 0.1326
C 1.5626 1.7784 -0.4149
C -0.5844 1.0053 1.5926
C -1.7691 0.5360 0.6857
O -1.4046 0.7381 -0.7110
C -2.2960 0.1591 -1.6678
H 1.9876 -2.6166 0.8935
H 1.1639 -3.2297 2.2656
H 2.3254 -2.0178 2.6344
H -0.1951 -1.2324 2.7065
H -0.2158 -1.6198 1.0354
H 1.2671 0.5699 3.5401
H 1.8354 1.7873 2.3967
H 2.7078 0.1986 2.4340
H 1.0161 -0.3577 -0.5551
H 2.4901 -0.1243 0.2916
H 2.2176 2.3383 0.2526
H 0.6016 2.2540 -0.6106
H 2.0176 1.8433 -1.4033
H -0.2365 2.0355 1.5164
H -0.8704 0.8723 2.6360
H -2.7317 1.0266 0.8305
H -2.0715 -0.4982 0.8503
H -2.0866 -0.9084 -1.7353
H -2.0503 0.5548 -2.6533
H -3.3664 0.3203 -1.5395
O -8.4887 -0.8696 0.5642
C -7.8807 -1.8994 0.3828
O -6.8097 -2.0460 -0.2829
B -6.2469 -3.4489 -0.1017
O -7.1582 -3.9838 0.9473
C -8.1331 -3.1747 1.1871
O -9.0042 -3.2139 2.0224
O -4.8670 -3.4967 0.4441
C -4.1445 -4.1980 -0.3575
O -2.9397 -4.5244 -0.2055
C -4.9954 -4.6490 -1.6093
O -6.2107 -4.2830 -1.2960
O -4.6139 -5.2442 -2.6185
F -1.0635 -1.9456 -10.3348
C -1.9542 -2.0186 -9.3027
C -2.0249 -3.1804 -8.5565
C -2.9084 -3.2650 -7.5224
C -3.6427 -2.1425 -7.1036
C -3.5494 -0.9056 -7.8256
C -2.6473 -0.8411 -8.9335
H -1.4211 -4.0301 -8.8392
H -2.8655 -4.1369 -6.8866
H -4.1610 -2.3314 -6.1751
H -3.9486 0.0427 -7.4975
H -2.5710 0.0801 -9.4919
F 8.3602 2.8877 -1.6436
C 8.2307 1.6074 -1.9617
C 8.7643 1.1872 -3.1501
C 8.6220 -0.0553 -3.6022
C 7.8704 -0.9461 -2.8800
C 7.1429 -0.5229 -1.7764
C 7.3591 0.7536 -1.2994
H 9.3133 1.9296 -3.7104
H 9.0483 -0.2934 -4.5656
H 7.7259 -1.9627 -3.2149
H 6.4972 -1.2081 -1.2473
H 6.7698 1.0727 -0.4525
C 2.6996 -5.1188 -4.6958
S 2.0077 -4.0732 -3.3538
O 2.8626 -2.8084 -3.1432
C 0.4694 -3.6022 -4.0861
H 1.9357 -5.8367 -4.9947
H 3.6101 -5.6453 -4.4096
H 2.9127 -4.5045 -5.5706
H 0.3700 -4.1258 -5.0370
H 0.4105 -2.5188 -4.1902
H -0.4241 -3.8429 -3.5099
C 3.9156 0.1066 -8.6136
S 3.6231 1.8754 -8.1064
O 3.0523 2.5674 -9.3580
C 2.2645 1.5140 -6.8546
H 4.8608 -0.1339 -9.1002
H 3.0595 -0.2167 -9.2057
H 3.8780 -0.5681 -7.7584
H 1.4681 0.9084 -7.2871
H 1.7778 2.4345 -6.5324
H 2.5706 1.0046 -5.9408
C -0.7673 8.5860 1.5903
S -0.9989 7.0387 0.5847
O 0.2780 6.2417 0.7508
C -2.2515 6.3707 1.7453
H -0.0719 9.3252 1.1928
H -0.4340 8.4646 2.6209
H -1.7712 9.0093 1.5579
H -1.9039 6.2925 2.7755
H -2.5200 5.3640 1.4249
H -3.1077 7.0432 1.6924
C -3.0899 -5.4542 5.4258
S -1.9482 -4.9544 6.8268
O -2.5916 -5.5046 8.1133
C -0.4569 -5.9921 6.3819
H -2.8876 -6.4237 4.9704
H -3.0420 -4.7704 4.5784
H -4.1444 -5.3961 5.6955
H -0.6768 -7.0571 6.4557
H 0.3112 -5.7599 7.1196
H -0.0501 -5.7247 5.4067
C -6.2916 -1.5380 5.9718
S -5.4776 0.0994 5.7380
O -4.6735 -0.0246 4.4051
C -6.9914 1.0966 5.4495
H -6.4923 -1.9576 4.9860
H -7.1942 -1.4764 6.5799
H -5.5848 -2.2239 6.4387
H -7.6919 0.6302 4.7567
H -6.7236 2.0493 4.9924
H -7.5406 1.1425 6.3899
C 2.3744 -12.0128 -3.5409
O 2.2318 -11.2515 -2.3660
C 1.8819 -9.9776 -2.3652
O 1.5106 -9.3125 -3.3183
O 1.9645 -9.6273 -1.1126
C 1.7453 -8.2897 -0.7573
H 1.6267 -11.6984 -4.2690
H 2.2415 -13.0537 -3.2460
H 3.3570 -11.9567 -4.0094
H 0.8888 -7.8631 -1.2793
H 2.6344 -7.7468 -1.0780
H 1.5707 -8.3167 0.3183
C -2.4994 4.1248 7.0537
O -1.3867 4.9499 6.9326
C -0.3071 4.5028 6.1783
O -0.3447 3.5031 5.5249
O 0.6360 5.4802 6.1953
C 1.7337 5.4057 5.3178
H -3.3146 4.7131 7.4749
H -2.3301 3.1562 7.5241
H -2.9838 3.9141 6.1003
H 2.3518 6.2758 5.5393
H 1.4055 5.4292 4.2786
H 2.4220 4.5647 5.4019
C -4.0924 4.9065 -3.7614
O -3.4998 5.6010 -4.8724
C -2.4142 5.0916 -5.4330
O -1.6726 4.2239 -4.9439
O -2.3182 5.5848 -6.6483
C -1.5393 5.0599 -7.7268
H -5.0033 5.3851 -3.4017
H -3.3178 4.9266 -2.9948
H -4.3958 3.9248 -4.1251
H -2.1547 4.6696 -8.5374
H -1.0431 4.1434 -7.4077
H -0.7715 5.7835 -8.0005
C -8.8142 7.9922 1.0834
O -8.1608 6.8884 0.5336
C -7.5559 5.9880 1.3205
O -7.2319 6.1431 2.4963
O -7.4817 4.8485 0.6369
C -6.9703 3.6382 1.2068
H -9.0341 8.7662 0.3481
H -8.4493 8.5313 1.9577
H -9.8191 7.7355 1.4185
H -6.1047 3.9738 1.7780
H -6.6498 3.0046 0.3799
H -7.7094 3.0805 1.7820
C 0.9796 0.2389 8.2524
O 1.5839 -0.9778 8.7900
C 2.2340 -1.7467 7.8712
O 2.2209 -1.7338 6.6299
O 2.9450 -2.6723 8.5965
C 3.7426 -3.6445 7.9365
H 1.6498 0.6550 7.5002
H 0.6438 1.0452 8.9044
H 0.0832 -0.0968 7.7311
H 4.7816 -3.3702 7.7539
H 3.5205 -3.9198 6.9054
H 3.8251 -4.5787 8.4919
C 7.3611 -6.3887 2.3874
O 8.0129 -5.3243 2.9902
C 7.5348 -4.0715 2.9363
O 6.5124 -3.6966 2.4142
O 8.3799 -3.2829 3.5304
C 7.9649 -1.9656 3.8496
H 7.8976 -7.2784 2.7172
H 7.3937 -6.3845 1.2979
H 6.3170 -6.5387 2.6620
H 7.4537 -1.3919 3.0765
H 8.7920 -1.3916 4.2673
H 7.2388 -1.9340 4.6619
C 2.8307 9.1067 -1.9656
O 2.9780 7.8309 -2.5618
C 4.1144 7.2189 -2.5530
O 5.0865 7.4850 -1.8545
O 3.9924 6.1277 -3.2917
C 4.9973 5.1362 -3.2679
H 3.3979 9.8106 -2.5745
H 3.1624 9.2256 -0.9341
H 1.7883 9.3928 -2.1059
H 4.7868 4.2277 -3.8322
H 5.2463 4.8766 -2.2390
H 5.9141 5.5377 -3.6997
```

Net charge: 0
LUMO, eV: -0.4
Molecular weight, g/mol: 1546.54

C34H55ClFN3O7 | wB97M-V/def2-TZVPD

XYZ file:
```
101
C34H55ClFN3O7 | the OMol25 dataset | wB97M-V/def2-TZVPD
C 3.1206 2.0518 3.1073
C 2.5709 0.8205 2.3935
C 1.1283 0.5242 2.8068
Cl 1.1432 -0.4287 4.3263
C 0.2615 -0.1501 1.7408
C 0.9953 -1.2020 0.9033
C 1.2873 -2.5225 1.6035
C 1.3728 -3.7100 0.6550
F 2.5111 -2.3957 2.2859
O -0.8589 -0.8411 2.3789
C -1.7798 -1.0461 1.4110
O -2.5912 -1.9191 1.4047
O -1.5967 -0.1550 0.3986
C -0.6017 0.7897 0.8103
C -1.3103 1.9894 1.5157
C -2.6473 1.7024 2.1776
C -3.7435 1.4674 1.3473
C -5.0068 1.2373 1.8584
C -5.1970 1.2554 3.2309
C -4.1239 1.5106 4.0606
C -2.8433 1.7413 3.5619
C -1.7623 2.0564 4.5630
C 0.1507 1.2684 -0.4103
C 1.0610 2.3212 -0.3094
C 1.7419 2.7358 -1.4480
N 1.5729 2.1991 -2.6580
C 0.6890 1.2069 -2.7468
C -0.0452 0.7118 -1.6701
H 3.1062 1.9135 4.1878
H 2.5425 2.9437 2.8557
H 4.1510 2.2292 2.7981
H 3.1942 -0.0458 2.6169
H 2.6393 0.9712 1.3162
H 0.6703 1.4573 3.1082
H 1.9349 -0.8101 0.5115
H 0.3835 -1.4284 0.0298
H 0.5375 -2.7140 2.3705
H 0.7263 -3.5773 -0.2122
H 1.0331 -4.6143 1.1616
H 2.4030 -3.8620 0.3371
H -0.6352 2.4546 2.2273
H -1.4871 2.7412 0.7437
H -3.6001 1.4674 0.2756
H -5.8287 1.0488 1.1802
H -6.1819 1.0720 3.6384
H -4.2776 1.5287 5.1327
H -2.0012 1.5941 5.5188
H -1.7150 3.1361 4.7345
H -0.7771 1.7219 4.2603
H 1.2416 2.8317 0.6275
H 2.4596 3.5466 -1.3743
H 0.5445 0.7740 -3.7304
H -0.7507 -0.0922 -1.8230
C -5.8333 -5.6987 2.3152
O -5.1410 -6.0905 3.4817
C -5.1370 -7.4859 3.7441
C -3.7547 -8.0741 3.5673
N -3.3521 -8.0739 2.1692
C -1.9574 -8.4228 1.9260
C -0.8766 -7.5149 2.5017
O -0.8189 -6.2354 1.9019
C -1.7325 -5.2785 2.4172
H -5.8991 -4.6125 2.3312
H -5.3153 -6.0006 1.3979
H -6.8454 -6.1149 2.2953
H -5.8595 -7.9995 3.1020
H -5.4465 -7.6252 4.7836
H -3.7642 -9.1076 3.9281
H -3.0725 -7.5053 4.2144
H -3.5384 -7.1642 1.7686
H -1.8119 -8.4583 0.8437
H -1.7889 -9.4377 2.3019
H 0.0890 -7.9844 2.2962
H -0.9565 -7.4146 3.5913
H -1.9157 -5.4332 3.4837
H -2.6874 -5.2917 1.8861
H -1.2999 -4.2885 2.2766
C 2.2129 5.5581 -3.7551
O 3.5793 5.2420 -3.9299
C 3.8307 4.0479 -4.6654
C 4.3819 4.3591 -6.0397
N 3.3765 4.9755 -6.8929
C 3.8695 5.4766 -8.1699
C 4.9214 6.5793 -8.1607
O 4.4528 7.8265 -7.6879
C 4.4864 8.0006 -6.2854
H 2.1593 6.3668 -3.0268
H 1.7449 5.9021 -4.6846
H 1.6507 4.7012 -3.3796
H 2.9265 3.4393 -4.7286
H 4.5783 3.4759 -4.1093
H 4.7064 3.4220 -6.5035
H 5.2743 4.9871 -5.9063
H 2.9309 5.7309 -6.3893
H 3.0089 5.8489 -8.7308
H 4.2728 4.6290 -8.7345
H 5.2240 6.7492 -9.1971
H 5.8229 6.2850 -7.6088
H 5.3332 7.4749 -5.8354
H 3.5656 7.6603 -5.8025
H 4.5938 9.0678 -6.0919
```

SMILES string: CC[C@H](Cl)[C@@]1(C[C@@H](C)F)OC(=O)O[C@]1(Cc1ccccc1C)c1ccncc1.COCCNCCOC.COCCNCCOC
Energy relative to the best compared isomer or geometry (same formula, charge and spin), kJ/mol: 0.0
Net charge: 0
LUMO, eV: 0.4
Molecular weight, g/mol: 672.28

C5H15N3O2 | wB97M-V/def2-TZVPD

XYZ file:
```
25
C5H15N3O2 | the OMol25 dataset | wB97M-V/def2-TZVPD
C 0.5680 0.6117 -0.5132
C -2.0692 1.1707 -0.1220
C 1.0994 1.9177 0.0476
N -0.3767 0.7137 -1.6208
O -2.3355 0.6011 0.9410
H -0.9527 0.2538 1.9256
H 1.4060 0.0362 -0.9077
H -0.5332 1.6480 -1.9849
H -0.0503 0.1196 -2.3828
H -1.7132 2.2111 -0.1063
H -2.5710 0.8433 -1.0491
H 0.3040 2.5607 0.4248
H 1.6707 2.4623 -0.7116
H 1.7656 1.7388 0.8910
C 1.7003 -1.3295 1.0249
N -0.6523 -1.6713 0.4733
C 0.3153 -0.7359 0.8860
N -0.4015 -2.2410 -0.8206
O -0.0370 -0.1031 2.0298
H -1.5895 -1.2864 0.5748
H -0.5516 -3.2456 -0.7454
H -1.0840 -1.8509 -1.4765
H 1.6898 -2.0056 1.8803
H 1.9755 -1.8801 0.1309
H 2.4229 -0.5393 1.2110
```

Energy relative to the best compared isomer or geometry (same formula, charge and spin), kJ/mol: 312.4
Net charge: 0
LUMO, eV: 0.6
Molecular weight, g/mol: 149.19